{
  "formula": "C32H23O5PS2Ti",
  "method": "ωB97M-V/def2-TZVPD",
  "homo_ev": [-4.245, -4.410],
  "multiplicity": 2,
  "e_tot_ha": -3596.91609,
  "homo_lumo_gap_ev": [6.91, 7.08],
  "total_charge": -1,
  "s_squared": 0.754,
  "e_lumo_ev": [2.664, 2.665],
  "species": ["Ti", "O", "C", "O", "C", "C", "C", "C", "C", "C", "P", "C", "C", "C", "C", "C", "C", "C", "C", "C", "C", "C", "C", "H", "H", "H", "H", "H", "H", "H", "H", "H", "H", "H", "H", "H", "H", "S", "C", "C", "C", "C", "C", "C", "S", "H", "H", "H", "H", "O", "C", "C", "C", "C", "C", "C", "C", "O", "O", "H", "H", "H", "H", "H"],
  "coordinates": [[-0.0775, 0.0386, -0.2135], [3.6463, -1.1628, 0.2009], [2.7755, -0.5179, 0.7363], [1.8129, 0.0993, 0.1133], [2.7912, -0.3092, 2.2554], [4.0399, -0.4889, 2.8479], [4.2167, -0.2945, 4.2076], [3.1344, 0.0742, 4.9940], [1.8879, 0.2350, 4.4147], [1.6928, 0.0470, 3.0459], [-0.0354, 0.1932, 2.3969], [-0.8643, -1.2160, 3.2071], [-0.1258, -2.2842, 3.7085], [-0.7613, -3.4139, 4.2044], [-2.1453, -3.4916, 4.2006], [-2.8884, -2.4411, 3.6797], [-2.2555, -1.3164, 3.1757], [-0.6136, 1.6854, 3.2809], [-1.4116, 1.6544, 4.4195], [-1.8080, 2.8378, 5.0293], [-1.4101, 4.0585, 4.5064], [-0.6090, 4.0934, 3.3734], [-0.2119, 2.9150, 2.7621], [4.8591, -0.7856, 2.2080], [5.1968, -0.4318, 4.6473], [3.2564, 0.2309, 6.0587], [1.0438, 0.5094, 5.0368], [0.9565, -2.2526, 3.7047], [-0.1662, -4.2361, 4.5806], [-2.6425, -4.3746, 4.5824], [-3.9690, -2.5020, 3.6452], [-2.8450, -0.5286, 2.7265], [-1.7247, 0.7116, 4.8470], [-2.4325, 2.7989, 5.9134], [-1.7304, 4.9815, 4.9738], [-0.3061, 5.0425, 2.9497], [0.3763, 2.9530, 1.8549], [-2.5591, 0.2430, 0.0228], [-2.8761, 1.9874, -0.1065], [-4.1799, 2.4234, 0.1306], [-4.5187, 3.7658, 0.0914], [-3.5297, 4.7011, -0.1921], [-2.2343, 4.2784, -0.4318], [-1.8728, 2.9292, -0.3962], [-0.2090, 2.4604, -0.7367], [-4.9351, 1.6788, 0.3539], [-5.5394, 4.0744, 0.2812], [-3.7666, 5.7581, -0.2261], [-1.4658, 5.0097, -0.6558], [-0.6264, -0.3526, -2.3459], [0.0799, -1.3814, -2.9795], [0.3362, -1.1453, -4.3221], [1.0660, -2.0687, -5.0506], [1.5303, -3.2259, -4.4408], [1.2638, -3.4423, -3.0997], [0.5403, -2.5267, -2.3381], [0.3209, -2.8722, -0.8709], [0.6586, -3.9639, -0.4606], [-0.2617, -1.9605, -0.1499], [-1.4604, -0.6421, -1.9193], [-0.0384, -0.2314, -4.7616], [1.2718, -1.8838, -6.0979], [2.1031, -3.9521, -5.0026], [1.6115, -4.3271, -2.5836]],
  "forces_ev_per_angstrom": [[-0.1, 0.8, 0.4], [0.1, 0.0, 0.0], [-0.3, 0.2, 0.5], [0.0, -0.2, -0.3], [0.1, -0.1, -0.4], [-0.1, 0.0, 0.2], [0.0, 0.0, -0.1], [0.0, 0.0, 0.0], [0.0, 0.0, 0.0], [-0.2, 0.0, -0.1], [0.3, -0.1, 0.0], [0.1, -0.1, -0.1], [0.1, -0.1, 0.1], [0.0, 0.0, 0.0], [0.0, 0.0, 0.0], [0.0, 0.0, 0.0], [0.0, 0.0, 0.0], [-0.1, -0.1, -0.1], [0.0, 0.0, 0.1], [0.0, 0.0, 0.0], [0.0, 0.0, 0.0], [0.0, 0.0, 0.0], [-0.1, 0.1, 0.0], [0.0, 0.0, 0.0], [0.0, 0.0, 0.0], [0.0, 0.0, 0.0], [0.0, 0.0, 0.0], [0.0, 0.0, 0.0], [0.0, 0.0, 0.0], [0.0, 0.0, 0.0], [0.0, 0.0, 0.0], [0.0, 0.1, 0.0], [0.0, -0.1, 0.0], [0.0, 0.0, 0.0], [0.0, 0.0, 0.0], [0.0, 0.0, 0.0], [0.0, 0.0, -0.1], [0.3, 0.1, -0.1], [0.0, -0.2, 0.1], [-0.1, 0.0, 0.0], [0.1, 0.0, 0.0], [-0.1, 0.0, 0.0], [0.1, 0.1, 0.0], [0.0, -0.2, 0.0], [-0.1, -0.1, 0.0], [0.0, 0.0, 0.0], [0.0, 0.0, 0.0], [0.0, 0.0, 0.0], [0.0, 0.0, 0.0], [0.3, -0.2, 0.3], [-0.2, 0.2, -0.1], [0.1, -0.2, 0.0], [0.0, 0.1, -0.1], [0.0, 0.0, 0.1], [0.0, 0.0, 0.0], [0.1, -0.1, 0.0], [-0.3, 0.2, 0.0], [0.1, -0.1, 0.0], [0.1, 0.0, 0.0], [-0.3, -0.1, -0.3], [0.0, 0.0, 0.0], [0.0, 0.0, 0.0], [0.0, 0.0, 0.0], [0.0, 0.0, 0.0]],
  "lowdin_spin": [0.94, 0.00, 0.00, 0.00, 0.00, 0.00, 0.00, 0.00, 0.00, 0.00, 0.01, 0.00, 0.00, 0.00, 0.00, 0.00, 0.00, 0.00, 0.00, 0.00, 0.00, 0.00, 0.00, 0.00, 0.00, 0.00, 0.00, 0.00, 0.00, 0.00, 0.00, 0.00, 0.00, 0.00, 0.00, 0.00, 0.00, -0.01, 0.00, 0.00, 0.00, 0.00, 0.00, 0.00, 0.01, 0.00, 0.00, 0.00, 0.00, 0.00, 0.00, 0.00, 0.00, 0.00, 0.00, 0.00, 0.00, 0.00, 0.03, 0.00, 0.00, 0.00, 0.00, 0.00]
}